#a
Entry from the OMol25 dataset: a 3-piece molecular cluster, C3H7O2P overall (wB97M-V/def2-TZVPD).

```
! wB97M-V def2-TZVPD RIJCOSX def2/J DEFGRID3
* xyz 0 1
C -1.022 -0.825 -1.090
C 0.072 0.189 -0.795
C 1.433 -0.353 -0.446
O -2.103 -0.560 -1.563
O -2.184 1.114 0.574
P -0.745 1.309 0.575
H -0.694 -1.791 -0.709
H -0.121 0.933 3.405
H 0.012 0.901 -1.587
H 1.752 -0.159 0.766
H 2.160 0.083 -1.110
H 1.359 -1.418 -0.638
H 0.080 0.576 2.618
*
```

Results
LUMO energy in eV: -0.909
Orbital gap in hartree: 0.303
HOMO level in eV: -9.1
Molar mass in g mol⁻¹: 106.1

Atom charges from the natural (NBO) analysis, given in e for atoms 1 to 8: number 1, C, carries 0.430; number 2, C, carries -0.719; number 3, C, carries -0.605; number 4, O, carries -0.500; number 5, O, carries -0.956; number 6, P, carries 1.358; number 7, H, carries 0.095; number 8, H, carries 0.065

#b
Entry from the OMol25 dataset: a 2-piece molecular cluster, C3H7O2P overall (wB97M-V/def2-TZVPD).

```
! wB97M-V def2-TZVPD RIJCOSX def2/J DEFGRID3
* xyz 0 1
C 0.990 0.436 1.611
C -0.430 0.049 0.932
C -1.026 0.441 -1.449
O 0.898 -2.308 -1.792
O -0.365 0.813 -0.282
P 0.564 -1.350 -2.790
H 1.915 0.401 0.993
H 0.899 1.606 1.880
H 1.081 -0.202 2.407
H -1.381 0.400 1.416
H -0.397 -1.070 0.744
H -1.718 -0.427 -1.555
H -1.030 1.210 -2.115
*
```

Results
LUMO energy (alpha / beta) in eV: -0.499 / -0.629
Orbital gap (alpha / beta) in hartree: 0.241 / 0.228
HOMO level (alpha / beta) in eV: -7.1 / -6.8
Molar mass in g mol⁻¹: 106.1

Atom charges from the natural (NBO) analysis, given in e for atoms 1 to 8: number 1, C, carries -0.610; number 2, C, carries -0.069; number 3, C, carries -0.182; number 4, O, carries -0.998; number 5, O, carries -0.544; number 6, P, carries 1.051; number 7, H, carries 0.225; number 8, H, carries 0.206

Which one sits at the bottom of the stability order? #b does.